{
  "formula": "C18H14N4O2PdS",
  "method": "ωB97M-V with the def2-TZVPD basis set",
  "elements": ["C", "N", "C", "C", "O", "C", "N", "H", "C", "C", "C", "C", "H", "H", "C", "Pd", "C", "H", "H", "C", "N", "C", "C", "C", "H", "H", "N", "H", "C", "H", "C", "H", "H", "C", "H", "S", "H", "O", "H", "C"],
  "positions_angstrom": [[5.08973, 0.53551, -3.40845], [-1.54512, -1.07929, 1.92676], [0.74492, -1.63463, 2.24343], [-2.81357, -1.07015, 2.33061], [4.61938, -1.01643, -0.16856], [-3.00529, 3.01280, -0.41018], [0.90962, -1.04348, 1.06171], [-3.34518, -0.53227, -1.78022], [-4.14856, 1.46632, -1.83270], [-2.24219, -2.02851, 4.44767], [-2.15568, 1.96806, -0.02289], [-4.00286, 2.75728, -1.32014], [1.57621, -2.10726, 2.74828], [-4.66994, 3.54585, -1.63481], [-0.56336, -1.60367, 2.76453], [-0.67578, -0.30601, 0.28064], [2.75592, 0.55460, -2.91117], [-3.53652, -0.66895, 1.62582], [6.35189, -0.35876, -1.92128], [5.34543, -0.09427, -2.20688], [-2.30681, 0.71995, -0.52425], [-3.21920, -1.54032, 3.55756], [2.99152, -0.05913, -1.67669], [4.31019, -0.40250, -1.32419], [3.79102, -1.14684, 0.34300], [1.73391, 0.78649, -3.16793], [2.02410, -0.91659, 0.35686], [-4.25941, -1.52453, 3.83384], [-3.27416, 0.48513, -1.41084], [5.90780, 0.77692, -4.07234], [1.84664, -0.29961, -0.80685], [-2.53077, -2.35736, 5.43518], [-2.85289, 3.99262, 0.01168], [-0.93446, -2.06557, 4.05013], [3.58346, 1.33706, -4.71211], [-0.88101, 2.16020, 1.11305], [-4.92469, 1.23599, -2.54406], [0.67765, 0.10417, -1.20747], [-0.15944, -2.43742, 4.70210], [3.78750, 0.85459, -3.76884]],
  "mulliken_charge": [-0.3369, -0.1494, -0.3872, -0.1163, -0.6701, -0.7590, 0.1828, 0.4966, -0.6793, -0.1002, 0.5469, -0.0714, 0.4240, 0.3774, 0.7107, 0.6788, -0.5675, 0.4110, 0.4271, -0.6496, -0.1403, -0.8225, 0.4750, 0.2920, 0.6048, 0.4246, -1.1663, 0.3889, -0.4375, 0.3792, 1.1752, 0.4236, 0.4077, -0.9358, 0.4095, -0.3622, 0.3964, -0.9383, 0.3645, -0.7071],
  "e_above_lowest_ev": 0.000,
  "e_lumo_ev": [-1.347, -1.347],
  "total_energy_ev": -43263.4154,
  "gap_ev": [5.7, 5.7],
  "homo_ev": [-7.03, -7.02]
}